Entry 1:
This record from the OMol25 dataset describes a 2-piece molecular cluster, C5H11NO2 overall. The level of theory is wB97M-V/def2-TZVPD.

Last columns: bonded neighbours and bond lengths (Å).
Atoms and positions in Å:
1 C -2.229 -1.479 0.963  C2 1.508, H5 1.109, H6 1.099, H7 1.102
2 C -0.861 -2.111 0.903  C1 1.508, N4 1.427, H8 1.114, H9 1.108
3 C 1.155 -0.964 1.202  N4 1.293, H10 1.098, H11 1.083
4 N 0.085 -1.124 0.493  C2 1.427, C3 1.293
5 H -2.954 -2.209 1.377  C1 1.109
6 H -2.162 -0.660 1.693  C1 1.099
7 H -2.601 -1.099 -0.003  C1 1.102
8 H -0.803 -3.001 0.235  C2 1.114
9 H -0.619 -2.464 1.925  C2 1.108
10 H 1.328 -1.537 2.122  C3 1.098
11 H 1.898 -0.226 0.926  C3 1.083
12 O 1.703 1.706 -0.237  C13 1.228
13 C 0.677 1.445 -0.858  O12 1.228, O14 1.380, C15 1.538
14 O 0.682 0.770 -2.061  C13 1.380, H16 0.940
15 C -0.752 1.913 -0.530  C13 1.538, H17 1.082, H18 1.090, H19 1.120
16 H 1.528 0.374 -2.174  O14 0.940
17 H -1.401 1.922 -1.396  C15 1.082
18 H -0.684 2.914 -0.106  C15 1.090
19 H -1.145 1.224 0.260  C15 1.120

Computed properties:
Structure (SMILES): CC(=O)O.C=NCC
ΔE to the lowest compared entry with this formula, charge and spin in kJ/mol: 126.0
HOMO energy in eV: -9.807
Multiplicity: 1
Gap between HOMO and LUMO in eV: 10.74

=====

Entry 2:
This record from the OMol25 dataset describes an isolated ion of composition C7H10N3 and charge +1. The level of theory is wB97M-V/def2-TZVPD.

Last columns: bonded neighbours and bond lengths (Å).
Atoms and positions in Å:
1 C 1.646 -1.098 0.031  C3 1.414, N8 1.145
2 C 0.459 1.413 -0.182  C4 1.278, C5 1.544, H11 1.038
3 C 2.653 -0.105 0.045  C1 1.414, C5 1.576, N9 1.224
4 C -0.470 0.544 -0.054  C2 1.278, N10 1.274
5 C 1.998 1.318 -0.123  C2 1.544, C3 1.576, H12 1.077, H13 1.025
6 C -2.201 -0.752 -1.078  N10 1.445, H14 1.183, H15 1.154, H16 1.124
7 C -2.188 -0.466 1.291  N10 1.436, H17 1.125, H18 1.047, H19 1.098
8 N 0.644 -1.636 0.159  C1 1.145
9 N 3.827 -0.418 -0.098  C3 1.224, H20 1.035
10 N -1.515 -0.176 0.057  C4 1.274, C6 1.445, C7 1.436
11 H 0.055 2.365 -0.273  C2 1.038
12 H 2.364 1.715 -1.055  C5 1.077
13 H 2.212 1.868 0.716  C5 1.025
14 H -2.934 -0.139 -1.775  C6 1.183
15 H -1.461 -1.175 -1.856  C6 1.154
16 H -2.850 -1.546 -0.617  C6 1.124
17 H -1.859 -1.510 1.550  C7 1.125
18 H -1.810 0.000 2.148  C7 1.047
19 H -3.275 -0.335 1.213  C7 1.098
20 H 4.704 0.131 -0.099  N9 1.035

Computed properties:
Structure (SMILES): [H]/N=C(/C#N)CC=C=[N+](C)C
ΔE to the lowest compared entry with this formula, charge and spin in kJ/mol: 429.7
HOMO energy in eV: -13.978
Multiplicity: 1
Gap between HOMO and LUMO in eV: 10.02
Charge: +1

=====

Entry 3:
This record from the OMol25 dataset describes C3H5NO3 in the gas phase. The level of theory is wB97M-V/def2-TZVPD.

Last columns: bonded neighbours and bond lengths (Å).
Atoms and positions in Å:
1 C -0.403 1.427 0.663  C2 1.752, O7 1.424, H8 1.052, H9 1.072
2 C 0.175 0.025 -0.214  C1 1.752, C3 1.548, N4 1.452, O7 1.394
3 C -0.909 -1.065 -0.391  C2 1.548, H10 1.128, H11 1.015, H12 1.197
4 N 1.568 -0.308 0.025  C2 1.452, O5 1.229, O6 1.193
5 O 2.374 0.618 0.096  N4 1.229
6 O 1.839 -1.469 0.023  N4 1.193
7 O -0.154 1.277 -0.731  C1 1.424, C2 1.394
8 H -1.438 1.473 0.850  C1 1.052
9 H 0.259 2.085 1.189  C1 1.072
10 H -1.476 -0.820 -1.335  C3 1.128
11 H -1.434 -1.125 0.476  C3 1.015
12 H -0.401 -2.117 -0.651  C3 1.197

Computed properties:
Structure (SMILES): C[C@]1([N+](=O)[O-])CO1
ΔE to the lowest compared entry with this formula, charge and spin in kJ/mol: 636.6
HOMO energy in eV: -10.489
Multiplicity: 1
Gap between HOMO and LUMO in eV: 10.18

=====

- Which of these has the lowest HOMO energy?
  C7H10N3